1.
Formula: C36H30N11O6STi
Source: the Open Molecules 2025 dataset
Level of theory: ωB97M-V with the def2-TZVPD basis set

XYZ file:
```
85
Properties=species:S:1:pos:R:3:lowdin_charge:R:1
Ti -0.23 -1.13 -0.02 1.002
O -3.80 0.62 0.84 0.120
C -2.84 -0.27 0.57 -0.431
O -1.66 0.18 0.38 -0.081
C -3.03 -1.65 0.42 -0.187
C -4.19 -2.46 0.54 0.006
C -4.09 -3.80 0.28 -0.056
C -2.84 -4.36 -0.13 0.023
C -1.75 -3.56 -0.22 -0.201
N -1.82 -2.22 0.07 -0.030
C -0.35 -3.89 -0.63 -0.520
O 0.05 -4.98 -0.94 0.134
O 0.39 -2.78 -0.58 -0.152
H -4.58 0.19 1.20 0.093
H -5.14 -2.03 0.84 0.121
H -4.96 -4.43 0.38 0.107
H -2.75 -5.42 -0.36 0.129
O 0.94 0.64 -0.04 -0.136
C 1.54 0.78 -1.33 -0.114
C 0.62 0.26 -2.40 -0.209
C 0.71 0.64 -3.73 0.010
C -0.14 0.06 -4.65 -0.018
C -1.09 -0.85 -4.21 -0.015
C -1.14 -1.15 -2.87 -0.050
N -0.30 -0.62 -1.97 0.002
H 0.28 1.37 0.02 0.129
H 2.46 0.19 -1.33 0.127
H 1.81 1.82 -1.52 0.145
H 1.45 1.37 -4.03 0.129
H -0.07 0.32 -5.70 0.123
H -1.77 -1.32 -4.90 0.121
H -1.87 -1.86 -2.48 0.130
C -3.43 6.62 0.77 -0.066
N -2.13 5.95 0.82 -0.136
C -1.50 5.20 -0.09 -0.152
N -0.37 4.73 0.42 0.058
C -0.37 5.24 1.68 -0.229
N -1.42 5.97 1.97 0.099
C -4.58 5.66 1.03 -0.189
C -5.67 5.58 0.17 -0.028
C -6.67 4.65 0.41 -0.055
C -6.57 3.76 1.46 -0.014
C -5.47 3.83 2.31 -0.130
C -4.50 4.80 2.12 0.037
C -5.17 2.76 3.26 -0.281
N -5.40 1.49 3.11 0.109
N -4.62 0.84 4.05 0.125
C -3.97 1.75 4.69 -0.280
O -4.30 2.99 4.26 0.145
C -2.81 1.60 5.57 -0.128
C -2.48 2.59 6.50 -0.009
C -1.26 2.54 7.14 -0.051
C -0.35 1.54 6.83 -0.031
C -0.68 0.53 5.92 -0.189
C 0.36 -0.51 5.57 -0.060
N 0.19 -1.06 4.23 -0.112
C 0.33 -0.47 3.03 -0.082
N -0.09 -1.30 2.09 -0.001
C -0.45 -2.41 2.78 -0.149
N -0.31 -2.30 4.07 0.150
C -1.93 0.55 5.32 0.037
H -3.54 7.09 -0.20 0.127
H -3.38 7.39 1.54 0.133
H -1.87 5.02 -1.08 0.130
H 0.42 5.06 2.39 0.101
H -5.73 6.25 -0.68 0.115
H -7.53 4.60 -0.26 0.111
H -7.33 3.00 1.62 0.121
H -3.65 4.85 2.78 0.118
H -3.17 3.40 6.69 0.125
H -0.98 3.30 7.85 0.114
H 0.63 1.54 7.29 0.119
H 0.27 -1.37 6.23 0.138
H 1.35 -0.09 5.66 0.132
H 0.70 0.53 2.89 0.157
H -0.85 -3.30 2.32 0.129
H -2.22 -0.20 4.60 0.122
S 4.98 -1.98 1.16 1.043
C 3.97 -3.35 1.34 -0.373
C 2.67 -3.00 1.16 -0.229
N 2.45 -1.66 0.89 -0.044
C 3.58 -1.02 0.87 -0.486
H 4.37 -4.33 1.54 0.077
H 1.85 -3.69 1.22 0.105
H 3.68 0.04 0.71 0.076
```

Charge: +1
F_max, Eh/bohr: 0.0465
Energy above the lowest of the compared OMol25 structures with the same formula, charge and spin, kJ/mol: 83.9
HOMO level (spin up / spin down), hartree: -0.312 / -0.313


2.
Formula: C36H31MnN2OP2Te
Source: the Open Molecules 2025 dataset
Level of theory: ωB97M-V with the def2-TZVPD basis set

XYZ file:
```
74
Properties=species:S:1:pos:R:3:mulliken_spin:R:1
Mn -1.70 -1.38 0.05 4.687
Te -0.82 1.15 2.62 0.015
C 0.70 2.61 2.71 0.004
C 1.80 2.45 3.56 -0.001
C 2.81 3.41 3.52 0.000
N 2.79 4.47 2.71 0.001
C 1.72 4.62 1.93 0.000
C 0.66 3.73 1.90 0.000
C -0.70 0.51 0.60 0.049
P -1.92 1.49 -0.35 -0.003
C -1.15 2.96 -1.13 -0.001
C -1.90 4.12 -0.98 0.000
C -1.44 5.35 -1.45 0.002
C -0.20 5.42 -2.06 0.000
C 0.56 4.27 -2.22 0.001
C 0.10 3.05 -1.76 0.003
C -2.23 0.33 -1.79 -0.042
C -3.40 -0.44 -1.70 0.037
C -3.77 -1.32 -2.72 -0.003
C -2.97 -1.44 -3.84 0.014
C -1.81 -0.69 -3.95 0.013
C -1.44 0.18 -2.93 0.065
P 0.66 -0.44 -0.12 -0.014
C 1.38 -1.42 1.24 0.002
C 1.11 -2.78 1.28 0.004
C 1.61 -3.58 2.31 0.008
C 2.40 -3.01 3.30 0.002
C 2.69 -1.66 3.25 0.001
C 2.19 -0.87 2.23 -0.004
C 2.06 0.50 -0.79 0.053
C 2.54 0.11 -2.04 0.010
C 3.60 0.80 -2.63 0.003
C 4.17 1.88 -1.97 0.000
C 3.70 2.26 -0.72 0.001
C 2.65 1.58 -0.13 0.001
H 1.88 1.60 4.22 0.000
H 3.67 3.31 4.16 0.000
H 1.72 5.49 1.29 0.000
H -0.18 3.92 1.23 0.001
H -2.87 4.07 -0.48 0.001
H -2.04 6.24 -1.32 0.000
H 0.18 6.37 -2.42 0.000
H 1.54 4.32 -2.70 0.000
H 0.72 2.18 -1.88 0.005
H -4.07 -0.27 -0.86 -0.011
H -4.69 -1.88 -2.64 -0.001
H -3.26 -2.10 -4.65 0.001
H -1.19 -0.77 -4.83 0.001
H -0.54 0.77 -3.04 0.003
H 0.53 -3.24 0.48 -0.012
H 1.41 -4.64 2.31 0.000
H 2.80 -3.63 4.09 0.000
H 3.33 -1.21 4.01 0.000
H 2.44 0.19 2.20 -0.001
H 2.09 -0.72 -2.56 0.006
H 3.96 0.50 -3.60 0.000
H 4.99 2.42 -2.43 0.000
H 4.14 3.10 -0.20 0.000
H 2.27 1.91 0.82 0.003
O -1.99 -2.02 2.14 0.039
C -2.08 -3.41 2.41 0.001
C -2.32 -4.15 1.12 0.017
C -2.63 -5.51 1.15 -0.004
C -2.80 -6.18 -0.04 0.005
C -2.66 -5.49 -1.24 0.002
C -2.37 -4.15 -1.19 0.021
N -2.20 -3.48 -0.03 0.006
H -1.37 -1.58 2.76 -0.007
H -2.90 -3.60 3.10 0.002
H -1.15 -3.77 2.86 0.003
H -2.73 -6.01 2.10 0.000
H -3.04 -7.24 -0.04 0.000
H -2.78 -5.98 -2.19 0.000
H -2.26 -3.56 -2.09 0.011
```

2S+1: 6
Charge: +1
F_max, Eh/bohr: 0.0045
Energy above the lowest of the compared OMol25 structures with the same formula, charge and spin, kJ/mol: 23.1
HOMO level (spin up / spin down), hartree: -0.357 / -0.367


3.
Formula: C36H31MoN2O10P2
Source: the Open Molecules 2025 dataset
Level of theory: ωB97M-V with the def2-TZVPD basis set

XYZ file:
```
82
Properties=species:S:1:pos:R:3:lowdin_charge:R:1
Mo -0.31 0.22 0.41 1.315
C -1.73 -4.67 -3.56 -0.067
C -0.80 -5.27 -2.72 -0.065
C -0.20 -4.53 -1.70 -0.074
C -0.55 -3.20 -1.52 -0.337
C -1.48 -2.60 -2.37 -0.087
C -2.07 -3.33 -3.39 -0.065
P 0.07 -2.25 -0.10 1.054
C 1.51 -3.15 0.51 -0.390
C 2.73 -2.90 -0.12 -0.097
C 3.87 -3.57 0.29 -0.058
C 3.79 -4.49 1.33 -0.059
C 2.58 -4.74 1.96 -0.063
C 1.44 -4.07 1.55 -0.081
C -1.37 -2.33 1.00 -0.388
C -2.06 -3.42 1.52 -0.067
C -3.31 -3.20 2.08 -0.055
C -3.86 -1.92 2.09 -0.061
C -3.17 -0.84 1.58 -0.097
C -1.90 -1.03 1.04 -0.296
H -2.20 -5.25 -4.35 0.111
H -0.52 -6.30 -2.87 0.111
H 0.53 -5.00 -1.06 0.104
H -1.74 -1.55 -2.23 0.093
H -2.78 -2.86 -4.05 0.112
H 2.79 -2.18 -0.92 0.110
H 4.81 -3.38 -0.19 0.113
H 4.69 -5.01 1.66 0.112
H 2.53 -5.45 2.77 0.112
H 0.50 -4.25 2.06 0.097
H -1.66 -4.42 1.45 0.110
H -3.87 -4.04 2.48 0.113
H -4.86 -1.77 2.50 0.112
H -3.64 0.14 1.59 0.071
C -0.22 2.69 3.05 -0.232
P -1.07 2.38 1.47 0.779
C -0.73 3.88 0.48 -0.234
C -2.81 2.62 1.92 -0.255
H -0.43 3.70 3.39 0.062
H 0.86 2.57 2.93 0.028
H -0.58 1.98 3.79 0.052
H -1.10 4.76 1.01 0.058
H -1.24 3.81 -0.48 0.053
H 0.34 3.99 0.31 0.040
H -2.95 3.65 2.27 0.056
H -3.09 1.94 2.72 0.043
H -3.46 2.46 1.06 0.054
O 2.91 -0.45 2.04 0.140
C 1.84 -0.58 2.54 -0.467
O 0.71 -0.08 1.88 -0.354
C 1.54 -1.26 3.80 -0.145
C 0.24 -1.40 4.26 -0.011
C -0.03 -2.06 5.46 0.038
C 1.05 -2.55 6.15 -0.206
O 1.05 -3.22 7.32 0.056
C 2.42 -3.44 7.67 -0.093
O 3.21 -3.00 6.56 0.049
C 2.35 -2.41 5.69 -0.195
C 2.64 -1.77 4.52 0.093
H -0.58 -1.01 3.68 0.102
H -1.04 -2.18 5.84 0.128
H 2.59 -4.50 7.84 0.140
H 2.67 -2.86 8.56 0.141
H 3.65 -1.65 4.15 0.144
O -0.92 1.82 -3.26 0.193
C -0.23 1.62 -2.33 -0.478
O -0.63 0.82 -1.29 -0.304
C 1.10 2.25 -2.09 -0.103
C 1.52 3.25 -2.96 0.096
C 2.68 3.93 -2.66 -0.087
C 3.42 3.69 -1.52 0.106
C 2.97 2.70 -0.68 -0.101
C 1.85 1.94 -0.97 0.034
N 3.65 2.53 0.62 -0.329
O 2.93 2.29 1.57 0.074
O 4.86 2.59 0.64 0.137
N 3.11 5.03 -3.57 -0.342
O 3.99 5.76 -3.17 0.110
O 2.53 5.11 -4.63 0.111
H 0.95 3.48 -3.84 0.147
H 4.30 4.27 -1.29 0.146
H 1.62 1.07 -0.35 0.082
```

Charge: +1
F_max, Eh/bohr: 0.0282
Energy above the lowest of the compared OMol25 structures with the same formula, charge and spin, kJ/mol: 0.0
HOMO level (spin up / spin down), hartree: -0.398 / -0.398


4.
Formula: C36H31N11O5Ti
Source: the Open Molecules 2025 dataset
Level of theory: ωB97M-V with the def2-TZVPD basis set

XYZ file:
```
84
Properties=species:S:1:pos:R:3:lowdin_charge:R:1
Ti -0.14 -0.32 -0.11 1.126
O 2.67 -3.00 0.99 0.097
C 2.41 -1.84 0.74 -0.555
O 1.43 -1.47 -0.04 -0.155
C 3.25 -0.69 1.27 -0.081
C 3.53 0.37 0.18 -0.240
C 4.71 1.24 0.62 -0.091
C 4.06 2.07 1.75 -0.083
C 2.61 1.56 1.70 -0.261
O 2.41 1.27 0.31 -0.073
C 2.51 0.18 2.35 -0.084
C 1.07 -0.24 2.61 -0.560
O 0.81 -0.95 3.57 0.081
O 0.17 0.20 1.78 -0.155
H 4.16 -1.11 1.68 0.155
H 3.56 -0.02 -0.83 0.165
H 5.56 0.64 0.95 0.116
H 5.04 1.87 -0.21 0.114
H 4.52 1.91 2.72 0.117
H 4.10 3.14 1.52 0.112
H 1.86 2.26 2.05 0.127
H 3.04 0.13 3.30 0.157
C -0.07 -2.48 -3.87 -0.126
C -0.05 -2.17 -2.54 -0.144
N -0.24 -0.90 -2.09 -0.046
C -0.34 0.07 -3.05 -0.213
C -0.41 -0.31 -4.42 -0.096
N -0.30 -1.54 -4.83 0.055
C -0.32 1.41 -2.59 -0.194
C -0.22 2.51 -3.47 0.045
C -0.13 3.79 -3.00 -0.151
C -0.16 3.96 -1.59 0.032
C -0.25 2.87 -0.77 -0.204
N -0.30 1.58 -1.22 0.053
C -0.36 3.16 0.69 -0.214
C 0.49 4.10 1.28 -0.093
N 0.41 4.43 2.56 0.096
C -0.52 3.79 3.27 -0.109
C -1.36 2.85 2.70 -0.093
N -1.29 2.54 1.41 0.114
C 0.01 4.95 -3.90 -0.172
C 0.78 6.05 -3.54 -0.016
C 0.89 7.11 -4.43 -0.141
N 0.30 7.15 -5.62 0.057
C -0.43 6.09 -5.96 -0.141
C -0.61 4.98 -5.15 -0.016
H 0.09 -3.50 -4.20 0.099
H 0.16 -2.91 -1.79 0.104
H -0.57 0.45 -5.17 0.107
H -0.17 2.32 -4.53 0.110
H -0.17 4.95 -1.17 0.119
H 1.26 4.58 0.68 0.126
H -0.59 4.03 4.32 0.108
H -2.10 2.33 3.29 0.116
H 1.30 6.09 -2.60 0.110
H 1.49 7.98 -4.16 0.106
H -0.91 6.13 -6.93 0.106
H -1.24 4.17 -5.48 0.112
N -3.42 -0.46 0.70 -0.015
N -2.43 0.25 -0.05 -0.109
H -4.14 0.19 1.01 0.077
H -2.96 -0.82 1.52 0.068
H -2.31 1.20 0.30 0.046
H -2.73 0.31 -1.02 0.092
N -6.53 -8.85 -1.88 0.163
C -5.80 -8.05 -1.50 -0.179
C -4.89 -7.05 -1.02 -0.227
C -4.19 -6.25 -1.92 -0.009
C -3.31 -5.29 -1.47 0.009
C -3.13 -5.11 -0.10 -0.174
C -3.83 -5.90 0.81 0.005
C -4.70 -6.87 0.35 -0.011
N -2.24 -4.12 0.37 0.001
C -1.46 -4.17 1.52 -0.005
C -0.77 -3.00 1.55 -0.057
N -1.13 -2.23 0.46 -0.018
C -2.00 -2.93 -0.22 -0.148
H -4.33 -6.40 -2.99 0.126
H -2.74 -4.70 -2.17 0.117
H -3.70 -5.75 1.87 0.118
H -5.24 -7.49 1.05 0.125
H -1.43 -5.03 2.15 0.126
H -0.05 -2.65 2.27 0.105
H -2.51 -2.60 -1.11 0.141
```

F_max, Eh/bohr: 0.0334
Energy above the lowest of the compared OMol25 structures with the same formula, charge and spin, kJ/mol: 0.0
HOMO level (spin up / spin down), hartree: -0.218 / -0.218


5.
Formula: C36H31N7O3RhSe
Source: the Open Molecules 2025 dataset
Level of theory: ωB97M-V with the def2-TZVPD basis set

XYZ file:
```
79
Properties=species:S:1:pos:R:3:lowdin_charge:R:1
Rh 0.02 -0.03 -0.62 1.189
C 1.99 -2.43 2.59 -0.058
O 2.98 -1.43 2.77 -0.071
C 2.75 -0.09 2.58 -0.205
C 3.69 0.73 3.18 0.007
C 3.61 2.12 3.08 -0.080
C 2.58 2.68 2.36 -0.050
C 1.64 1.86 1.72 -0.169
C 0.67 2.49 0.86 -0.096
N -0.13 1.93 0.04 -0.105
N -0.86 2.80 -0.76 0.097
C -1.17 2.22 -1.88 -0.455
O -0.75 1.05 -2.25 -0.159
C -2.05 2.95 -2.82 -0.159
C -1.76 4.26 -3.20 -0.029
C -2.57 4.89 -4.13 -0.075
C -3.67 4.24 -4.67 -0.081
C -3.97 2.94 -4.27 -0.072
C -3.15 2.29 -3.36 -0.022
C 1.68 0.46 1.85 -0.280
O 0.72 -0.30 1.35 -0.223
H 2.49 -3.37 2.81 0.099
H 1.58 -2.46 1.58 0.059
H 1.16 -2.30 3.29 0.094
H 4.49 0.27 3.75 0.127
H 4.34 2.74 3.58 0.108
H 2.51 3.75 2.24 0.115
H 0.66 3.58 0.83 0.140
H -0.91 4.77 -2.78 0.112
H -2.34 5.91 -4.44 0.106
H -4.30 4.74 -5.40 0.105
H -4.83 2.43 -4.67 0.105
H -3.36 1.28 -3.05 0.099
Se 6.49 -3.93 -0.38 1.168
N 6.13 -2.20 -0.48 -0.212
C 4.84 -2.08 -0.61 -0.333
C 4.16 -0.80 -0.77 -0.070
C 4.83 0.42 -0.81 0.037
C 4.11 1.57 -1.05 -0.003
C 2.73 1.47 -1.19 -0.079
N 2.09 0.32 -1.08 0.038
C 2.78 -0.81 -0.91 -0.132
C 2.01 -2.07 -0.90 -0.134
N 0.66 -1.99 -0.98 0.024
C -0.05 -3.10 -1.11 -0.061
C 0.53 -4.36 -1.14 -0.007
C 1.89 -4.46 -0.96 0.028
C 2.65 -3.30 -0.83 -0.086
C 4.10 -3.31 -0.65 -0.336
N 4.79 -4.41 -0.54 -0.214
H 5.91 0.43 -0.68 0.129
H 4.60 2.53 -1.13 0.122
H 2.14 2.35 -1.40 0.128
H -1.12 -2.98 -1.19 0.109
H -0.09 -5.23 -1.28 0.120
H 2.39 -5.42 -0.92 0.128
C -2.56 1.32 2.27 0.021
N -2.72 0.01 2.97 -0.161
C -4.16 -0.24 3.28 0.006
C -2.06 -1.14 2.21 -0.072
C -2.55 -1.29 0.80 -0.238
C -3.72 -2.04 0.63 -0.072
C -4.30 -2.23 -0.60 -0.078
C -3.70 -1.66 -1.71 -0.073
C -2.51 -0.96 -1.57 -0.142
C -1.88 -0.75 -0.33 -0.174
H -2.93 2.11 2.91 0.112
H -3.11 1.30 1.34 0.113
H -1.51 1.46 2.06 0.076
H -2.22 0.08 3.85 0.181
H -4.70 -0.34 2.35 0.100
H -4.55 0.61 3.84 0.107
H -4.25 -1.15 3.87 0.109
H -2.28 -2.04 2.80 0.134
H -1.00 -0.94 2.23 0.096
H -4.17 -2.52 1.50 0.111
H -5.21 -2.81 -0.70 0.109
H -4.14 -1.78 -2.70 0.112
H -2.04 -0.57 -2.47 0.086
```

Charge: +1
F_max, Eh/bohr: 0.0581
Energy above the lowest of the compared OMol25 structures with the same formula, charge and spin, kJ/mol: 0.0
HOMO level, hartree: -0.371


6.
Formula: C36H32AsN3NaO5P
Source: the Open Molecules 2025 dataset
Level of theory: ωB97M-V with the def2-TZVPD basis set

XYZ file:
```
79
Properties=species:S:1:pos:R:3:lowdin_charge:R:1
Na -3.19 -0.28 2.08 0.301
O -3.55 0.16 5.72 -0.017
C -3.79 -0.42 4.65 -0.658
O -4.46 0.02 3.67 -0.090
C -3.28 -1.89 4.53 -0.099
C -4.09 -2.72 3.51 -0.255
C -3.78 -4.22 3.66 -0.105
C -2.39 -4.32 2.99 -0.110
C -2.12 -2.86 2.65 -0.245
O -3.44 -2.42 2.26 -0.120
C -1.81 -2.08 3.96 -0.084
C -0.93 -0.80 3.74 -0.621
O 0.12 -0.73 4.39 -0.018
O -1.33 0.01 2.86 -0.149
H -3.34 -2.31 5.54 0.137
H -5.14 -2.45 3.47 0.154
H -4.52 -4.82 3.13 0.104
H -3.77 -4.52 4.71 0.105
H -2.44 -4.92 2.08 0.108
H -1.62 -4.74 3.65 0.105
H -1.42 -2.68 1.83 0.138
H -1.22 -2.71 4.63 0.132
N -3.36 -1.13 -0.50 0.116
C -3.68 -2.11 -1.03 -0.374
N -3.92 -3.28 -1.57 0.022
C -4.93 -3.45 -2.39 -0.488
N -5.80 -3.71 -3.13 0.019
C 0.93 0.57 0.68 -0.397
C 1.48 1.75 -0.10 -0.453
As 3.37 2.11 0.29 1.292
C 4.08 0.43 -0.45 -0.417
C 3.73 -0.02 -1.72 -0.098
C 4.22 -1.23 -2.19 -0.087
C 5.05 -2.00 -1.39 -0.101
C 5.39 -1.56 -0.12 -0.102
C 4.90 -0.35 0.35 -0.132
C 3.76 3.22 -1.28 -0.413
C 5.08 3.37 -1.71 -0.132
C 5.40 4.16 -2.80 -0.107
C 4.39 4.83 -3.49 -0.114
C 3.08 4.70 -3.07 -0.096
C 2.76 3.90 -1.97 -0.108
P -0.74 -0.09 0.17 1.100
C -1.66 1.53 0.01 -0.343
C -2.51 1.81 -1.05 -0.123
C -3.13 3.05 -1.16 -0.095
C -2.93 4.02 -0.18 -0.112
C -2.14 3.72 0.92 -0.086
C -1.51 2.48 1.02 -0.103
C -0.23 -0.49 -1.58 -0.354
C 0.25 -1.79 -1.75 -0.105
C 0.74 -2.23 -2.97 -0.104
C 0.75 -1.37 -4.07 -0.117
C 0.27 -0.08 -3.92 -0.099
C -0.22 0.35 -2.69 -0.110
H 0.86 0.77 1.75 0.069
H 1.59 -0.30 0.56 0.068
H 0.92 2.66 0.12 0.055
H 1.42 1.58 -1.18 0.036
H 3.07 0.56 -2.35 0.102
H 3.92 -1.58 -3.17 0.096
H 5.42 -2.95 -1.75 0.094
H 6.03 -2.17 0.51 0.094
H 5.16 -0.02 1.35 0.087
H 5.88 2.85 -1.18 0.095
H 6.43 4.25 -3.12 0.093
H 4.63 5.44 -4.35 0.091
H 2.28 5.21 -3.60 0.097
H 1.73 3.81 -1.67 0.091
H -2.73 1.04 -1.78 0.087
H -3.78 3.25 -2.00 0.094
H -3.41 4.98 -0.26 0.089
H -2.01 4.44 1.72 0.098
H -0.93 2.24 1.90 0.103
H 0.23 -2.48 -0.91 0.100
H 1.10 -3.25 -3.07 0.097
H 1.12 -1.72 -5.03 0.090
H 0.26 0.60 -4.77 0.094
H -0.57 1.37 -2.60 0.091
```

Charge: -2
F_max, Eh/bohr: 0.0378
HOMO level, hartree: -0.107